1.
Here is 15 unconnected molecules or ions with the total composition H30O15 in a non-equilibrium geometry from OMol25. Energies are from the ωB97M-V functional and the def2-TZVPD basis.

Gap between HOMO and LUMO ... 10.2 eV
Total charge ... 0
Maximum force ... 3.254 eV Å⁻¹
Relative energy (zero: lowest compared OMol25 entry of this formula, charge and spin) ... 76.21 kcal per mole
E_LUMO ... -0.3 eV
Total energy ... -31198.36093 eV

Geometry as XYZ:
```
45
Properties=species:S:1:pos:R:3:forces:R:3
O 2.903053 2.400778 0.652919 1.505 0.595 0.245
H 3.742686 2.113319 1.061972 -0.660 -0.485 -0.108
H 3.168097 3.325810 0.512722 -0.788 -0.015 -0.207
O -3.811476 0.054594 0.672352 0.027 2.711 0.814
H -3.809630 -0.850761 0.434099 0.914 -1.155 -0.103
H -2.953137 0.444578 1.010568 -1.322 -1.873 -0.730
O 0.473596 3.700065 -1.143428 -1.917 0.071 1.987
H -0.186303 3.444769 -0.400148 1.329 1.408 -1.399
H 0.846844 2.847723 -1.252947 0.984 -1.161 -0.671
O -0.728858 -0.279061 4.619765 1.045 1.758 0.019
H 0.181105 -0.274682 4.235677 -1.025 -0.381 0.124
H -1.049645 -1.153875 4.549129 -0.229 -1.558 -0.025
O -0.380516 -2.882317 -3.250951 -0.756 -0.836 1.154
H 0.276712 -3.083759 -3.919136 -0.007 -0.396 0.173
H -0.456828 -3.630455 -2.576421 0.922 1.109 -1.312
O -1.573861 -1.008981 -1.568422 1.655 0.421 -1.548
H -0.631151 -0.654747 -1.439285 -1.729 -0.442 0.294
H -1.398351 -1.659550 -2.297506 -0.227 0.861 0.194
O 1.093318 -0.818234 2.474560 1.267 -1.522 0.871
H 0.741663 -1.495954 1.886646 -0.089 -0.214 0.119
H 0.977287 -0.054443 1.943678 -0.419 1.549 -0.986
O -1.730953 3.833588 0.622372 1.409 -1.358 2.016
H -1.942478 4.742662 0.700985 -0.544 0.980 -0.670
H -1.974140 3.355394 -0.157539 -1.252 0.281 -1.311
O -0.930268 -2.523906 0.265695 -1.447 -1.134 -2.044
H -1.509530 -2.309482 -0.599899 1.959 -0.415 2.564
H -1.131457 -1.724469 0.721944 -0.080 1.163 0.914
O -2.495080 2.020310 -1.230796 0.066 1.145 0.405
H -2.033092 1.334980 -0.760551 0.076 -0.896 -0.089
H -2.719378 1.694985 -2.093723 -0.025 -0.420 -0.398
O -1.228053 0.093112 1.832500 -1.084 0.939 0.278
H -1.598153 -0.128834 2.698662 0.199 -0.677 0.272
H -1.259020 1.048134 1.982029 0.527 0.375 -0.614
O 2.835937 -1.200985 0.122603 -2.017 -0.220 -2.382
H 2.752861 -0.844150 0.981329 0.967 -0.042 1.768
H 3.518319 -1.668442 -0.309769 1.569 -0.388 0.725
O 0.891651 0.407813 -0.124881 1.581 -0.835 -2.460
H 1.310828 1.082272 -0.730163 -1.002 -0.392 1.395
H 1.553759 -0.298596 -0.538630 -1.865 1.143 1.899
O 2.365595 0.724483 -2.103167 0.826 0.441 -0.049
H 2.084639 0.487336 -2.974769 -0.242 -0.088 -0.915
H 3.066944 1.377327 -2.198982 0.043 -0.021 -0.048
O 0.784858 -4.279034 -0.979406 -1.556 -1.066 0.577
H 0.386571 -3.893988 -0.167520 0.264 0.141 -0.703
H 1.575027 -3.815314 -1.164181 1.145 0.898 -0.032
```
Positions in Å, forces in eV/Å.

=====

2.
Here is 15 unconnected molecules or ions with the total composition H30O15 in a non-equilibrium geometry from OMol25. Energies are from the ωB97M-V functional and the def2-TZVPD basis.

Gap between HOMO and LUMO ... 9.8 eV
Total charge ... 0
Maximum force ... 7.919 eV Å⁻¹
Relative energy (zero: lowest compared OMol25 entry of this formula, charge and spin) ... 151.71 kcal per mole
E_LUMO ... -0.3 eV
Total energy ... -31195.08675 eV

Geometry as XYZ:
```
45
Properties=species:S:1:pos:R:3:forces:R:3
O 3.258587 -3.607669 0.738058 -5.909 -2.632 -2.411
H 3.999880 -3.250596 1.032382 4.976 2.145 2.747
H 2.701926 -4.051878 1.404646 1.021 0.550 -0.343
O 0.879212 3.153770 -0.057242 -0.158 0.463 2.055
H 0.438526 3.701943 -0.739348 0.342 -0.925 -0.588
H 1.387679 2.397707 -0.317640 0.167 -0.143 -1.043
O 0.026552 -2.963623 -2.725966 -0.180 4.136 -0.239
H -0.874935 -2.945786 -3.071838 0.095 -0.581 -0.177
H 0.041471 -1.896717 -2.518724 0.525 -4.114 -0.374
O -0.166496 -2.890525 -0.253771 3.697 6.598 0.196
H -0.544500 -3.674817 -0.242170 -2.755 -5.456 0.804
H 0.022791 -2.426897 0.589788 -0.976 -1.075 -1.248
O -1.841755 1.544407 1.478563 -0.289 2.437 1.737
H -0.930458 1.892934 1.368819 -0.752 -0.296 -0.178
H -2.215379 2.312120 2.078929 1.060 -2.186 -1.779
O -0.635229 4.082251 -1.952487 -1.613 -0.486 -0.048
H -1.451382 4.209203 -1.450278 0.074 1.390 0.679
H -1.036387 3.241163 -2.251616 1.135 -0.806 -0.964
O -2.441074 -2.929163 1.466490 -0.547 5.887 -3.540
H -1.966202 -2.177438 1.871324 -0.400 -0.684 -0.240
H -2.370758 -3.649787 1.946772 0.618 -5.211 3.925
O 2.686884 -0.318549 -0.982990 0.513 -1.003 -0.682
H 3.119240 -1.248785 -0.945040 -1.394 2.431 -0.865
H 2.480364 0.017439 -1.906170 0.728 -1.446 1.611
O 1.090683 -0.554502 4.422643 -2.060 5.029 -0.699
H 0.150317 -0.702475 4.343740 0.029 -0.727 0.043
H 1.626939 -1.253006 4.533832 2.164 -4.163 0.737
O -0.183118 -0.408901 -4.164059 0.693 3.390 1.012
H 0.622525 -0.069057 -4.573264 -0.350 -0.882 -0.248
H -0.465259 -1.262605 -4.371917 0.042 -2.072 -0.937
O 2.044207 2.652515 2.994275 0.400 1.427 1.687
H 1.879176 2.072521 3.749163 -0.185 -0.376 -0.729
H 1.801212 2.318993 2.156774 -0.359 -1.149 -1.154
O -2.281682 -1.532881 -3.273304 2.961 2.488 -2.332
H -2.890578 -1.731738 -3.925009 -2.368 -0.936 -1.164
H -2.380754 -1.841957 -2.437535 -1.406 -1.661 3.688
O -0.033875 -1.193002 1.875826 -5.811 -2.203 -0.968
H 0.362612 -1.999559 2.095119 0.125 -2.891 0.913
H 0.711220 -0.771113 1.995155 5.887 5.243 0.753
O -1.717650 1.347810 -2.244314 1.316 -1.837 -0.526
H -1.538835 0.582031 -2.928523 -0.214 2.019 1.921
H -1.157527 1.144227 -1.442118 -1.001 0.046 -1.293
O -0.820085 4.008189 2.609817 3.518 -4.878 2.069
H 0.135632 3.369403 2.564405 -3.933 2.795 0.695
H -0.579840 4.573525 1.938042 0.575 2.345 -2.505
```
Positions in Å, forces in eV/Å.

=====

3.
Here is 15 unconnected molecules or ions with the total composition H31O15 in a non-equilibrium geometry from OMol25. Energies are from the ωB97M-V functional and the def2-TZVPD basis.

Gap between HOMO and LUMO ... 10.5 eV
Total charge ... +1
Maximum force ... 2.826 eV Å⁻¹
Relative energy (zero: lowest compared OMol25 entry of this formula, charge and spin) ... 65.85 kcal per mole
E_LUMO ... -2.8 eV
Total energy ... -31208.68434 eV

Geometry as XYZ:
```
46
Properties=species:S:1:pos:R:3:forces:R:3
O -0.144456 -2.926925 2.115431 0.125 -0.161 0.236
H -0.892004 0.777408 2.299940 0.080 0.669 -0.498
H -0.710511 -3.593348 2.515951 0.124 -0.159 -0.131
O 0.573281 -2.612369 -0.698864 1.015 -0.140 -1.337
H 1.256621 -1.923637 -0.697141 -0.362 0.382 0.760
H 1.066382 -3.115590 -1.387777 -0.913 -0.413 0.587
O -1.803437 0.979294 2.038627 0.479 0.097 0.835
H 2.768180 -2.473629 0.839141 0.248 0.004 -0.112
H -2.206594 0.172652 2.369295 -0.541 0.240 0.015
O -2.380044 -0.851182 -2.094262 0.995 -2.626 -0.321
H -2.870987 -0.030900 -2.248768 0.334 0.302 0.801
H -2.298337 -1.149393 -1.129968 -0.344 0.844 -0.556
O 1.764627 1.460123 -3.908474 -0.538 0.478 -1.324
H 1.385389 1.344554 -4.807193 0.446 -0.411 0.627
H 1.763090 2.426751 -3.904986 0.194 0.001 0.355
O 3.279606 -2.575935 0.016219 -0.202 0.349 -0.038
H 0.796020 3.018210 4.063287 -0.244 0.304 0.046
H -3.229305 0.822230 -0.119912 0.433 0.237 0.817
O 0.434036 2.956110 3.174823 0.002 -0.427 -0.356
H 1.881597 0.642454 1.017116 -0.292 0.011 0.249
H -1.692199 1.230620 -0.188254 -0.397 -0.370 0.925
O 0.713667 2.374190 -1.574161 0.351 1.079 1.562
H -0.465028 0.011274 -3.549338 0.639 -0.108 -0.228
H 1.427397 3.025085 -1.454865 0.186 -0.220 -0.835
O -2.511891 1.128445 -0.671985 -0.441 1.098 -1.367
H 3.569468 -1.665817 -0.117508 0.370 -0.156 -0.071
H -0.684404 2.763851 -2.551180 0.025 -0.714 -0.804
O 2.417678 -1.520233 2.469454 0.047 0.347 -0.684
H -0.382983 -1.033336 4.420457 0.250 -1.039 -0.334
O -1.916525 -1.294817 0.679516 0.040 -0.314 0.925
H -1.197105 -1.280857 1.364017 -0.106 -0.540 -1.330
H -2.679160 -1.389242 1.264203 -0.278 -0.281 -0.466
O 1.049201 0.832827 0.556207 0.970 -0.078 -1.470
H 0.368965 2.468608 -0.665363 -0.415 -0.409 -0.100
H 1.357509 0.950631 -0.390821 -0.519 -0.420 1.543
O -1.261379 2.705910 -3.345829 -0.051 1.556 1.233
H -0.433188 3.379613 3.147860 0.214 -0.036 0.357
H -1.669156 3.585858 -3.175232 -0.325 -0.815 -0.950
O 0.076278 -0.794225 3.596138 -1.259 1.566 1.357
H 0.397786 -3.366089 1.448312 -0.312 -0.049 -0.297
H -0.003462 0.160096 3.781164 0.780 0.125 -0.522
O -0.126587 -0.136248 -2.648025 -0.338 -0.206 -1.274
H 0.169242 0.775504 -2.466378 0.209 -0.061 0.445
H -1.318796 -0.741232 -2.380565 -0.896 0.931 0.920
H 2.673417 -2.355817 2.870325 -0.310 0.079 0.302
H 1.448749 -1.411224 2.530024 0.528 -0.546 0.507
```
Positions in Å, forces in eV/Å.

=====

4.
Here is 15 unconnected molecules or ions with the total composition H31O15 in a non-equilibrium geometry from OMol25. Energies are from the ωB97M-V functional and the def2-TZVPD basis.

Gap between HOMO and LUMO ... 10.6 eV
Total charge ... +1
Maximum force ... 4.250 eV Å⁻¹
Relative energy (zero: lowest compared OMol25 entry of this formula, charge and spin) ... 73.18 kcal per mole
E_LUMO ... -2.9 eV
Total energy ... -31208.36632 eV

Geometry as XYZ:
```
46
Properties=species:S:1:pos:R:3:forces:R:3
O -2.460024 1.128734 -1.180121 -2.226 1.770 -1.393
H -1.430432 1.600742 3.756833 -0.093 -0.055 0.275
H -1.758362 1.024021 -0.566619 0.793 0.820 1.013
O 3.100565 -2.073868 -0.273606 1.866 0.272 -3.112
H 3.271927 1.395688 2.070775 0.021 0.618 -0.470
H 3.968305 -2.304973 0.053517 0.245 -0.054 0.171
O -2.522812 2.208803 1.509281 -0.535 -0.713 1.152
H -0.550274 2.108366 2.638548 -0.016 -0.662 0.899
H -0.097142 3.131029 -0.563235 -1.764 0.836 -0.277
O 0.980259 -3.130523 -2.284280 -0.294 -0.141 0.151
H -3.622089 -3.242343 -1.618716 -0.694 -0.416 -0.317
H 1.546746 -3.657912 -1.727785 0.144 -0.717 0.499
O 1.448497 3.767544 1.447354 0.444 1.043 -2.305
H 0.757408 4.441753 1.533027 0.094 -0.163 0.381
H 1.925111 4.122404 0.620077 -0.602 -0.997 1.655
O -0.536390 1.513348 3.426176 0.308 0.635 -1.006
H -3.054068 1.923254 2.283978 0.555 -0.316 -0.696
H -2.881960 3.077938 1.418708 -0.157 1.246 -0.574
O -3.953299 -0.860459 0.430621 0.766 -0.152 0.249
H -2.148587 -0.893847 -0.181768 0.672 0.318 -2.543
H -2.585994 -3.923273 -0.637936 0.164 -1.281 0.733
O -0.517003 -3.441366 0.755209 0.829 0.536 -0.828
H 2.526269 -2.222249 0.420723 -1.879 -0.238 2.698
H -2.006753 -0.473726 -1.793643 -0.414 0.869 0.259
O -2.803378 -3.169702 -1.151072 0.848 1.497 -0.542
H 0.220961 -2.908310 1.113342 -0.479 -0.048 0.511
H 2.853052 3.410017 -2.341237 -0.368 -0.308 0.103
O 3.306536 -1.170829 -3.426612 -1.129 -0.664 -0.152
H -0.258464 2.752085 -1.892673 -0.215 -0.444 -1.810
O 2.445631 0.977837 2.287309 -0.110 -1.069 0.825
H 1.672586 1.354173 1.879921 0.121 1.030 -0.263
H -4.034517 -1.452992 1.188947 -0.473 0.129 -0.215
O -1.582419 -0.980917 -1.081242 -0.830 -3.651 2.010
H -0.189996 -3.503744 -0.162167 -0.312 -0.217 0.174
H -1.876627 -2.025897 -1.277081 0.351 1.223 0.424
O 2.652863 3.135110 -1.437020 -0.741 -0.380 0.575
H -4.817188 -0.625025 0.079905 -0.011 -0.081 0.235
H 1.887220 2.515815 -1.416587 1.208 0.646 -0.571
O -0.813104 3.203961 -1.273123 2.182 0.081 2.246
H -2.740830 2.085777 -1.155794 0.846 -1.632 0.032
H 1.734883 -1.643932 3.057995 -0.059 -0.258 -2.936
O 1.778046 -1.512590 2.027324 -0.307 0.066 3.628
H 2.045126 -0.550915 2.093566 0.121 -0.555 -0.676
H 1.640824 -2.505845 -2.573369 -0.175 0.852 -0.500
H 3.355883 -1.877598 -2.778593 0.172 -0.071 0.245
H 4.123004 -0.725585 -3.298854 1.134 0.796 0.042
```
Positions in Å, forces in eV/Å.